Entry P
The following is a DFT calculation (ωB97M-V/def2-TZVPD) of an isolated molecule of C3H4N2OS.

As for the gap between HOMO and LUMO: 9.59 eV. As for the multiplicity: 1. Its net charge is 0. The structure (SMILES) is C#C/C(=N/S)NO.

The geometry in XYZ format:
```
11
Properties=species:S:1:pos:R:3:nbo_charge:R:1
S -1.72040 -1.41858 -0.55793 0.1000
O 2.04139 0.38698 -1.02099 -0.5524
N -1.12951 -0.09176 0.45016 -0.5207
N 0.97540 -0.40235 -0.65302 -0.3285
C 0.62126 1.28496 1.07368 -0.0636
C 1.06871 2.14759 1.77938 -0.1586
C 0.06951 0.23029 0.22694 0.3025
H 2.80482 0.16660 -0.51898 0.4752
H 0.49860 -0.70719 -1.52430 0.3799
H -3.04023 -1.22712 -0.37012 0.1345
H 1.45398 2.85085 2.44825 0.2317
```



Entry Q
The following is a DFT calculation (ωB97M-V/def2-TZVPD) of a cluster of 2 separate species, C3H4N2OS in total.

As for the gap between HOMO and LUMO: 7.97 eV. As for the multiplicity: 1. Its net charge is 0.

The geometry in XYZ format:
```
11
Properties=species:S:1:pos:R:3:nbo_charge:R:1
S -0.24647 -1.27160 -0.01057 0.4089
O 2.62712 -0.07752 -0.21055 -0.4610
N -1.99960 -0.58094 0.00038 -0.4610
N 1.55814 0.83073 0.11566 -0.1221
C -1.85686 0.75268 0.01200 0.1091
C 0.40422 0.35882 -0.03753 0.0081
C -0.57105 1.36202 0.07317 -0.5477
H -0.71588 1.90873 1.01321 0.2795
H -2.71796 1.34211 -0.56975 0.2275
H 2.15500 -1.01162 1.08754 0.2945
H -0.56217 2.13689 -0.77550 0.2641
```



Which structure wins on stability? entry P wins.



Entry P
The following is a DFT calculation (ωB97M-V/def2-TZVPD) of an isolated molecule of C3H4N2OS.

As for the gap between HOMO and LUMO (spin up / spin down): 8.41 / 8.41 eV. As for the multiplicity: 1. Its net charge is 0.

The geometry in XYZ format:
```
11
Properties=species:S:1:pos:R:3:nbo_charge:R:1
S -3.05605 -0.73879 -0.22312 0.9519
O -3.18642 0.27712 0.89944 -0.9561
N -0.61609 -0.13761 0.37185 -0.5874
N 1.47218 -1.10808 0.31106 -0.5491
C 0.77047 0.08880 0.14955 -0.0609
C -1.38871 -0.77314 -0.56305 -0.2228
C 1.92450 -2.15162 0.44565 0.3015
H -0.91283 0.35180 1.20248 0.4485
H 1.26772 0.88497 0.95152 0.2255
H 1.12627 0.38476 -0.78320 0.2141
H -0.87578 -1.12963 -1.44887 0.2348
```



Entry Q
The following is a DFT calculation (ωB97M-V/def2-TZVPD) of a cluster of 2 separate species, C3H4N2OS in total.

As for the gap between HOMO and LUMO (spin up / spin down): 7.73 / 7.52 eV. As for the multiplicity: 1. Its net charge is 0.

The geometry in XYZ format:
```
11
Properties=species:S:1:pos:R:3:nbo_charge:R:1
S -2.91905 -0.57702 -0.35536 0.3532
O -2.72411 -0.49613 -1.97315 -0.8068
N 1.66714 1.12412 0.36413 -0.4349
N 0.80289 -0.76370 -0.30693 -0.5822
C 1.90223 -0.09769 -0.02612 0.1510
C -0.20870 0.07999 -0.02496 0.1986
C 0.32036 1.28194 0.42165 -0.2036
H -3.33946 0.17695 -2.22599 0.4856
H -0.20818 2.22889 0.48966 0.2212
H 0.64191 -1.71035 -0.51837 0.4259
H 2.85018 -0.58726 -0.08216 0.1921
```



Entry R
The following is a DFT calculation (ωB97M-V/def2-TZVPD) of a cluster of 2 separate species, C3H4N2OS in total.

As for the gap between HOMO and LUMO: 7.92 eV. As for the multiplicity: 1. Its net charge is 0.

The geometry in XYZ format:
```
11
Properties=species:S:1:pos:R:3:nbo_charge:R:1
S -0.95200 -1.52317 -2.52286 1.0269
O 0.16681 -2.49674 -2.47092 -0.9204
N -1.95703 -1.94524 -0.04299 0.1293
N -1.55074 -1.63792 -1.05608 -0.2333
C 0.61324 0.81520 1.28774 0.0230
C 0.58027 1.74833 0.21784 -0.7087
C 0.62800 -0.08743 2.07577 -0.2524
H -0.46306 1.88881 -0.01699 0.2381
H 0.69945 -0.66594 2.85624 0.2081
H 1.23155 2.70379 0.30485 0.2465
H 1.00349 1.20031 -0.63260 0.2431
```



Entry S
The following is a DFT calculation (ωB97M-V/def2-TZVPD) of an isolated molecule of C3H4N2OS.

As for the gap between HOMO and LUMO: 9.36 eV. As for the multiplicity: 1. Its net charge is 0. The structure (SMILES) is N=C=CC(=O)NS.

The geometry in XYZ format:
```
11
Properties=species:S:1:pos:R:3:nbo_charge:R:1
S -0.83518 -0.79348 -2.16374 0.2076
O 0.70260 -1.62306 1.30186 -0.5522
N 0.59915 2.46212 1.17070 -0.6174
N 0.03873 -1.56619 -0.93758 -0.8122
C 0.08616 1.39997 0.91662 0.4924
C -0.38240 0.28116 0.37973 -0.6009
C 0.32462 -0.99580 0.35382 0.6730
H -1.39262 0.02951 0.09415 0.2797
H 0.43108 -2.46513 -1.20439 0.4151
H -0.28202 0.36350 -2.00083 0.1090
H 0.70989 2.90740 2.08967 0.4059
```



Which structure wins on stability? entry S wins.



Entry P
The following is a DFT calculation (ωB97M-V/def2-TZVPD) of an isolated molecule of C3H4N2OS.

As for the gap between HOMO and LUMO: 9.23 eV. As for the multiplicity: 1. Its net charge is 0. The structure (SMILES) is S/N=C1\C=NOC1.

The geometry in XYZ format:
```
11
Properties=species:S:1:pos:R:3:nbo_charge:R:1
S -2.62759 0.43931 -0.00862 0.1337
O 2.18323 0.03708 -0.08934 -0.3305
N -1.26444 -0.60814 0.06860 -0.5352
N 1.62217 1.29201 -0.06071 -0.0370
C 1.14044 -0.92552 0.04052 -0.1487
C 0.37145 1.31229 0.05467 -0.0942
C -0.11165 -0.10350 0.03286 0.1852
H 1.12175 -1.62664 -0.78664 0.2212
H -3.43723 -0.63288 -0.52189 0.1482
H 1.25902 -1.40023 1.02209 0.2161
H -0.25715 2.21622 0.24845 0.2412
```



Entry Q
The following is a DFT calculation (ωB97M-V/def2-TZVPD) of a cluster of 2 separate species, C3H4N2OS in total.

As for the gap between HOMO and LUMO: 7.50 eV. As for the multiplicity: 1. Its net charge is 0.

The geometry in XYZ format:
```
11
Properties=species:S:1:pos:R:3:nbo_charge:R:1
S 0.47652 2.78876 0.01722 0.4522
O 1.18195 2.70787 1.47997 -0.8631
N -0.72855 -1.71912 -1.24462 -0.4532
N -0.36258 -0.66989 0.64516 -0.5857
C -0.13497 0.22286 -0.49507 0.1121
C -0.82063 -1.75227 0.07541 0.1701
C -0.36684 -0.47963 -1.59527 -0.2019
H -0.95609 -2.67442 0.59529 0.1947
H -0.29440 -0.35227 1.66408 0.4419
H -0.12239 -0.37415 -2.71625 0.2343
H 2.12797 2.30227 1.57408 0.4987
```



Which structure wins on stability? entry P wins.



Entry P
The following is a DFT calculation (ωB97M-V/def2-TZVPD) of the ion C7H16NO with charge +1.

As for the gap between HOMO and LUMO: 12.12 eV. As for the multiplicity: 1. Its net charge is +1. The structure (SMILES) is CC(C)[C@]1(O)[NH2+]C[C@H]1C.

The geometry in XYZ format:
```
25
Properties=species:S:1:pos:R:3:nbo_charge:R:1
O 0.19574 0.47381 1.79261 -0.7569
N 0.66093 1.55639 -0.27538 -0.5823
C 0.10072 0.24080 0.15340 0.5465
C 1.97775 0.88584 -0.60896 -0.2046
C 2.02833 -1.30863 0.52079 -0.6231
C 1.32629 -0.47625 -0.50229 -0.2989
C -2.27600 0.89826 0.38075 -0.6043
C -1.67148 -1.45065 -0.52156 -0.6127
C -1.22546 0.02559 -0.43100 -0.3383
H 2.82081 1.21460 0.06649 0.2587
H -3.37168 0.84855 -0.09573 0.2502
H -0.95347 -2.16683 -0.00717 0.2251
H 3.20774 -1.35193 0.38150 0.2399
H 1.57242 -2.32894 0.43810 0.2324
H 2.35828 1.18855 -1.63921 0.2419
H -2.32404 0.44621 1.40609 0.2192
H -1.21861 0.27067 -1.50259 0.2342
H -1.92602 1.90613 0.50797 0.2026
H 0.06872 1.93066 -1.03758 0.4430
H -1.72801 -1.74105 -1.60474 0.2307
H 0.55869 2.23610 0.52814 0.4693
H -0.39297 -0.15801 2.24911 0.4971
H -2.67889 -1.43067 -0.22194 0.2368
H 1.86319 -0.94100 1.50801 0.2477
H 1.02702 -0.76821 -1.48481 0.2457
```



Entry Q
The following is a DFT calculation (ωB97M-V/def2-TZVPD) of the ion C7H16NO with charge +1.

As for the gap between HOMO and LUMO: 9.98 eV. As for the multiplicity: 1. Its net charge is +1. The structure (SMILES) is OCCC[C@@H]1CC[NH2+]C1.

The geometry in XYZ format:
```
25
Properties=species:S:1:pos:R:3:nbo_charge:R:1
O 2.45011 0.97250 0.82120 -0.7396
N -2.48502 0.55210 -0.47987 -0.5069
C 2.92540 0.37342 -0.38785 -0.0701
C 0.86783 -1.12276 0.06610 -0.3947
C 1.97976 -0.73341 -0.90850 -0.4248
C -0.27901 -0.12453 0.14050 -0.2266
C -2.30827 0.73098 1.03846 -0.2125
C -1.17110 -0.21022 1.37913 -0.4225
C -1.32203 -0.30517 -0.95361 -0.2181
H -1.53547 -1.23779 1.48194 0.2187
H -2.47018 1.46551 -0.92999 0.4355
H 2.43676 1.93323 0.72140 0.4798
H -3.37852 0.12488 -0.71742 0.4395
H 2.57643 -1.62594 -1.09890 0.2307
H 0.46388 -2.09513 -0.23448 0.2108
H -2.00898 1.76762 1.18184 0.2243
H 3.07797 1.14192 -1.14715 0.1762
H -0.68345 0.06211 2.31285 0.2632
H 1.28582 -1.24899 1.06497 0.2398
H 3.90305 -0.06360 -0.17874 0.1843
H -1.04605 -0.02664 -1.96751 0.2394
H -3.25640 0.55350 1.53758 0.2402
H 0.11145 0.89782 0.07874 0.2208
H -1.68414 -1.33372 -0.94700 0.2195
H 1.55018 -0.44770 -1.87370 0.1935
```



Which structure wins on stability? entry Q wins.



Entry P
The following is a DFT calculation (ωB97M-V/def2-TZVPD) of the ion C4H10NS with charge -1.

As for the gap between HOMO and LUMO: 5.84 eV. As for the multiplicity: 1. Its net charge is -1. The structure (SMILES) is CCNCC[S-].

The geometry in XYZ format:
```
16
Properties=species:S:1:pos:R:3:nbo_charge:R:1
S 2.17814 0.17900 -1.73964 -0.7342
N -0.57726 -0.59855 1.23378 -0.6395
C -1.65356 0.13580 1.84938 -0.2037
C 0.68170 -0.46710 -0.89463 -0.5469
C 0.36468 0.22144 0.44363 -0.2393
C -2.77091 0.65583 0.90088 -0.6358
H -2.10832 -0.51429 2.60441 0.1689
H -2.97682 0.03862 0.02648 0.2010
H -0.00926 1.24056 0.31394 0.1576
H -0.17921 -0.33644 -1.55267 0.1752
H -3.68741 0.84073 1.45209 0.1909
H -0.94892 -1.26863 0.56930 0.3458
H -2.49238 1.63960 0.52140 0.2012
H 0.97820 -1.47249 -0.62263 0.1874
H 1.33981 0.32712 0.93202 0.1891
H -1.32640 1.05283 2.35238 0.1821
```



Entry Q
The following is a DFT calculation (ωB97M-V/def2-TZVPD) of the ion C4H10NS with charge -1.

As for the gap between HOMO and LUMO: 5.65 eV. As for the multiplicity: 1. Its net charge is -1. The structure (SMILES) is CCNCC[S-].

The geometry in XYZ format:
```
16
Properties=species:S:1:pos:R:3:nbo_charge:R:1
S 1.21224 0.45271 2.67481 -0.7498
N -0.12590 -0.05935 -1.08525 -0.6328
C -1.60235 -0.34355 -1.76940 -0.2471
C -0.17387 0.15759 0.39460 -0.2602
C 1.24299 0.04369 0.85019 -0.5240
C -1.54702 -0.47508 -3.26819 -0.6049
H -2.10888 -1.14794 -1.25378 0.1720
H -2.15265 0.53755 -1.43004 0.1858
H -0.82666 -0.57423 0.86774 0.1676
H 0.41383 -0.91917 -1.28524 0.3367
H 1.62353 -1.07680 0.79671 0.1734
H 1.93286 0.77776 0.31895 0.1953
H -1.25597 -1.64833 -3.57524 0.1651
H -2.37148 -0.32694 -3.86628 0.2028
H -0.54521 1.18237 0.73311 0.2019
H -0.74229 0.07191 -3.74936 0.2182
```



Which structure wins on stability? entry P wins.



Entry P
The following is a DFT calculation (ωB97M-V/def2-TZVPD) of a cluster of 2 separate species, C4H4O2 in total.

As for the gap between HOMO and LUMO (spin up / spin down): 8.01 / 7.65 eV. As for the multiplicity: 1. Its net charge is 0.

The geometry in XYZ format:
```
10
Properties=species:S:1:pos:R:3:nbo_charge:R:1
O 1.44968 2.90327 -1.07610 -0.4824
O -0.75810 -2.14179 1.49524 -0.6967
C -0.28638 -0.75478 -0.46064 -0.1290
C -1.06364 -1.19292 0.50873 0.0749
C 0.25800 -0.12486 -1.42385 -0.1854
C 1.23532 1.98509 -0.38133 0.3870
H 1.72662 1.68134 0.63625 0.1281
H 0.62837 0.46023 -2.20263 0.2411
H -2.19850 -0.98609 0.54710 0.1807
H -0.99137 -1.82950 2.35723 0.4818
```



Entry Q
The following is a DFT calculation (ωB97M-V/def2-TZVPD) of an isolated molecule of C4H4O2.

As for the gap between HOMO and LUMO (spin up / spin down): 7.53 / 7.52 eV. As for the multiplicity: 1. Its net charge is 0.

The geometry in XYZ format:
```
10
Properties=species:S:1:pos:R:3:nbo_charge:R:1
O -0.58375 2.24164 -0.29666 -0.5997
O 1.16184 -0.48317 -1.15086 -0.4254
C -1.07542 -0.18985 -0.12833 -0.1070
C -0.40102 1.08561 0.06843 0.1666
C 1.08615 0.03095 0.08339 0.1414
C 0.09096 -1.02202 -0.14014 -0.0993
H 1.96716 0.04641 0.73111 0.2028
H 0.19576 -2.08733 0.01390 0.2292
H -2.10766 -0.41236 -0.38140 0.2263
H -0.33402 0.79011 1.20057 0.2650
```



Entry R
The following is a DFT calculation (ωB97M-V/def2-TZVPD) of an isolated molecule of C4H4O2.

As for the gap between HOMO and LUMO: 9.21 eV. As for the multiplicity: 1. Its net charge is 0. The structure (SMILES) is C=CC(=O)C=O.

The geometry in XYZ format:
```
10
Properties=species:S:1:pos:R:3:nbo_charge:R:1
O -0.99521 1.79583 -0.23137 -0.4714
O -1.55702 -1.45183 0.31692 -0.4909
C 1.52326 0.11141 -0.21687 -0.2628
C 0.49111 -0.63444 -0.59849 -0.3084
C -1.27933 0.79445 0.37622 0.3446
C -0.78835 -0.51753 0.03943 0.4050
H 0.63828 -1.56592 -0.94173 0.2210
H 2.50206 -0.21325 -0.64627 0.2174
H -1.91939 0.80106 1.32784 0.1309
H 1.38459 0.88021 0.57431 0.2146
```



Entry S
The following is a DFT calculation (ωB97M-V/def2-TZVPD) of an isolated molecule of C4H4O2.

As for the gap between HOMO and LUMO: 8.91 eV. As for the multiplicity: 1. Its net charge is 0. The structure (SMILES) is C=C(C=O)C=O.

The geometry in XYZ format:
```
10
Properties=species:S:1:pos:R:3:nbo_charge:R:1
O -1.14562 0.26746 -2.15858 -0.4951
O -0.49853 0.96030 2.02994 -0.5153
C -0.04604 -0.08025 -0.01425 -0.3174
C 1.21799 -0.40291 0.48975 -0.2248
C -0.32120 -0.22181 -1.45045 0.4223
C -0.88613 0.63840 0.91609 0.4015
H 1.91292 -1.02901 -0.03017 0.2122
H 1.07218 -0.12917 1.72813 0.2772
H 0.43236 -1.03544 -1.65679 0.0908
H -1.73793 1.03244 0.14634 0.1486
```



Which structure wins on stability? entry R wins.



Entry P
The following is a DFT calculation (ωB97M-V/def2-TZVPD) of an isolated molecule of C4H4O2.

As for the gap between HOMO and LUMO: 8.31 eV. As for the multiplicity: 1. Its net charge is 0. The structure (SMILES) is OC=C=C=CO.

The geometry in XYZ format:
```
10
Properties=species:S:1:pos:R:3:nbo_charge:R:1
O 2.39122 1.27622 -0.63345 -0.6610
O -2.50537 -1.20503 0.70327 -0.6654
C -0.38051 -0.42540 0.00608 -0.0751
C 0.87699 -0.43944 -0.19577 -0.1110
C 2.12175 -0.03026 -0.33723 0.0978
C -1.66133 -0.24016 0.23820 0.0669
H 3.01376 -0.63940 -0.24921 0.2013
H 1.53976 1.73674 -0.57621 0.4810
H -3.30657 -0.77334 1.01990 0.4816
H -2.08971 0.74006 0.02441 0.1837
```



Entry Q
The following is a DFT calculation (ωB97M-V/def2-TZVPD) of an isolated molecule of C4H4O2.

As for the gap between HOMO and LUMO: 10.21 eV. As for the multiplicity: 1. Its net charge is 0. The structure (SMILES) is C#CC(=O)CO.

The geometry in XYZ format:
```
10
Properties=species:S:1:pos:R:3:nbo_charge:R:1
O -1.92234 -0.34015 0.39682 -0.6872
O 0.29415 -1.32924 -1.43350 -0.4621
C 1.29025 -0.02811 0.23121 -0.1540
C -1.10715 0.37404 -0.51459 -0.1400
C 2.17700 0.25782 0.99567 -0.1237
C 0.20064 -0.38874 -0.67683 0.4749
H 2.97726 0.49512 1.66412 0.2423
H -1.35326 -0.82889 1.00506 0.4711
H -1.60813 0.37802 -1.48681 0.2023
H -0.94842 1.41014 -0.18114 0.1764
```



Which structure wins on stability? entry Q wins.